# C7H14

A 2-piece molecular cluster, C7H14 overall (ωB97M-V/def2-TZVPD, the Open Molecules 2025 dataset).

```
21
Properties=species:S:1:pos:R:3:forces:R:3:mulliken_charge:R:1
C 3.2886 -1.1272 -0.3995 4.023 -0.795 -2.493 -1.12
C 2.3548 -0.5237 0.6171 -1.663 -0.162 -2.273 -0.33
C 1.3113 0.2242 -0.2642 2.283 -2.125 -5.781 -0.40
C 0.3302 0.9087 0.4527 -0.955 5.799 2.653 -0.33
C -0.5804 1.9316 -0.2664 2.591 -0.688 -3.947 -1.31
H 3.0651 -1.6628 -1.4856 -0.710 0.904 3.292 0.26
H 4.0092 -0.3537 -0.8907 -1.215 -0.683 1.308 0.28
H 3.9991 -1.7753 0.1712 -0.388 0.031 -0.835 0.33
H 2.8592 0.1818 1.2649 0.291 0.038 0.109 0.33
H 1.8803 -1.3273 1.2532 0.242 0.918 -0.695 0.30
H 1.7666 0.8819 -1.2832 -0.547 -1.360 3.441 0.21
H 0.8165 -0.5730 -0.9708 0.621 0.974 1.458 0.24
H 0.7676 1.3995 1.3749 0.240 0.227 -1.025 0.31
H -0.2234 0.2597 1.0017 -2.416 -2.411 1.115 0.27
H -0.9899 1.3325 -1.1232 -0.663 0.666 0.877 0.27
H -1.2503 2.4870 0.2931 -1.724 0.330 1.327 0.43
H -0.0711 2.7847 -0.9016 -0.024 -1.676 1.477 0.28
C -3.6115 -0.6727 0.3859 -1.219 -0.618 -1.152 -0.38
C -4.5174 -0.9976 -0.3198 0.057 0.124 0.443 -0.37
H -2.7262 -0.7305 0.8825 1.862 0.513 1.266 0.33
H -5.3564 -1.3641 -0.8221 -0.684 -0.007 -0.565 0.41
```
Forces are in eV/Å.

Multiplicity: 1
HOMO-LUMO gap in eV: 11.35
Energy relative to the best compared isomer or geometry (same formula, charge and spin) in eV: 5.1091
HOMO level in eV: -10.24

=====

# C40H53FeN3O8P2

C40H53FeN3O8P2 as an isolated structure (ωB97M-V/def2-TZVPD, the Open Molecules 2025 dataset).

```
107
Properties=species:S:1:pos:R:3:forces:R:3:mulliken_charge:R:1
Fe 0.5654 0.1166 1.9547 -0.091 -0.273 -1.577 0.72
C -0.3841 -4.0268 6.0981 0.214 0.149 -0.048 -0.68
C -0.2606 -4.1645 4.7226 -0.148 -0.097 0.082 -0.52
C 0.3258 -3.1720 3.9632 0.240 0.544 -0.032 0.97
C 0.8317 -2.0131 4.5717 -0.144 -1.781 1.420 -0.27
C 0.7064 -1.8907 5.9702 0.256 0.316 -0.478 -0.03
C 0.1050 -2.8807 6.7136 -0.153 -0.155 0.018 -0.86
N 1.4207 -1.0196 3.8281 1.190 3.872 -0.953 0.17
N 2.1689 -0.1693 4.4637 -1.410 -3.974 1.087 -0.75
C 2.2637 1.0899 4.0544 0.043 2.376 -1.893 0.55
C 3.1592 1.9805 4.6864 -0.237 -0.861 -0.038 -0.53
C 3.1281 3.3191 4.3838 0.010 0.349 -0.129 -0.68
C 2.2273 3.8106 3.4457 0.098 -0.361 0.033 -0.60
C 1.3964 2.9337 2.7527 -0.233 0.346 -0.182 0.06
C 1.4036 1.5874 3.0293 0.070 -0.278 1.027 0.43
H -0.8409 -4.8046 6.6904 -0.083 -0.061 0.010 0.43
H -0.6381 -5.0547 4.2399 -0.022 -0.011 -0.051 0.28
H 0.3900 -3.2761 2.8956 0.066 -0.016 -0.127 -0.05
H 1.0905 -0.9978 6.4407 -0.050 0.030 0.069 0.48
H 0.0013 -2.7534 7.7797 0.026 -0.005 0.116 0.40
H 3.8526 1.5790 5.4069 0.077 -0.028 0.191 0.51
H 3.8035 4.0014 4.8753 0.068 0.021 0.108 0.42
H 2.1819 4.8680 3.2438 -0.002 0.147 -0.063 0.48
H 0.7362 3.3299 1.9927 -0.034 0.023 -0.079 0.55
C -0.8246 -5.8152 1.0850 -0.240 0.335 -0.177 -1.65
C -0.9267 -4.4403 0.4405 0.595 -0.759 -0.464 1.20
C 0.4404 -3.8090 0.2201 -0.332 0.141 0.130 -0.78
O -1.8035 -3.6902 1.3137 -0.114 0.718 0.200 -0.51
P -2.0854 -2.1522 1.3793 -1.405 -0.527 0.414 -0.58
O -0.8852 -1.3280 1.6827 1.046 1.128 0.424 1.42
C -2.9752 -1.6318 -0.1241 1.258 -0.181 0.236 -0.79
P -1.7592 -1.3060 -1.4583 -1.099 0.132 -1.174 0.47
O -0.4390 -0.8725 -1.0108 0.175 0.132 0.162 -1.26
O -1.5899 -2.6522 -2.2998 0.078 0.535 0.395 0.02
C -2.5796 -3.5891 -2.7527 -0.382 -0.459 -0.378 0.84
C -1.8144 -4.6536 -3.5324 -0.148 0.277 0.326 -1.53
C -3.6705 -2.9287 -3.5819 0.222 -0.041 0.243 -1.34
O -2.6440 -0.2687 -2.2904 0.199 -1.086 0.991 -0.45
C -2.1258 0.6475 -3.2673 0.308 0.851 -0.773 0.37
C -1.3410 1.7574 -2.5883 -0.215 -0.253 0.056 -0.69
C -1.2976 -0.0825 -4.3093 -0.318 -0.014 0.194 -1.09
O -3.1576 -2.1373 2.5351 0.487 -0.189 -0.716 -0.37
C -3.4425 -1.1120 3.5107 -0.247 0.515 0.756 0.49
C -2.9872 0.2887 3.1165 0.063 -0.251 -0.072 -1.36
C -2.8598 -1.5335 4.8529 -0.195 -0.123 -0.418 -1.13
H -0.2744 -6.4960 0.4431 0.089 -0.052 -0.077 0.42
H -1.8187 -6.2159 1.2562 -0.102 -0.125 0.019 0.46
H -0.3142 -5.7369 2.0404 0.128 -0.018 0.105 0.23
H -1.4283 -4.5187 -0.5286 -0.032 0.017 0.154 -0.32
H 1.0293 -3.8119 1.1346 0.088 -0.071 0.040 0.34
H 0.3448 -2.7878 -0.1406 0.144 0.020 -0.132 -0.08
H 0.9762 -4.3923 -0.5280 -0.033 -0.011 -0.017 0.53
H -3.4789 -0.6895 0.0741 0.010 0.123 0.097 0.37
H -3.7267 -2.3671 -0.3996 -0.013 -0.145 0.033 0.63
H -3.0387 -4.0563 -1.8689 0.074 0.088 -0.026 0.24
H -1.4061 -4.2287 -4.4454 0.027 0.054 -0.092 0.37
H -2.4739 -5.4791 -3.7856 -0.067 -0.068 -0.049 0.40
H -0.9893 -5.0295 -2.9318 0.063 -0.093 0.023 0.33
H -3.2535 -2.5437 -4.5082 0.001 0.074 -0.090 0.28
H -4.1130 -2.1056 -3.0272 -0.175 0.060 -0.089 0.36
H -4.4456 -3.6510 -3.8269 -0.020 -0.088 0.015 0.43
H -3.0322 1.0606 -3.7293 0.187 -0.107 0.086 0.42
H -0.4416 1.3524 -2.1351 0.102 0.044 -0.022 -0.19
H -1.9367 2.2174 -1.8036 -0.068 0.094 0.079 0.39
H -1.0634 2.5196 -3.3113 0.066 0.062 -0.081 0.26
H -0.4514 -0.5590 -3.8209 0.256 -0.023 -0.069 0.21
H -0.9384 0.6235 -5.0501 0.089 0.089 -0.052 0.44
H -1.8906 -0.8436 -4.8089 -0.015 -0.080 -0.087 0.21
H -4.5378 -1.1222 3.5801 0.230 0.030 -0.081 0.34
H -1.8946 0.3459 3.0669 -0.217 0.082 0.127 0.03
H -3.3284 0.9955 3.8704 -0.033 -0.007 0.011 0.50
H -3.4025 0.5923 2.1578 -0.001 0.080 -0.102 0.35
H -1.7738 -1.5498 4.8021 0.093 0.013 0.047 -0.02
H -3.2156 -2.5284 5.1080 0.030 -0.072 0.070 0.35
H -3.1761 -0.8413 5.6294 -0.008 0.081 0.045 0.52
C -0.4154 5.6831 -5.3208 -0.006 -0.019 0.040 -1.93
C 0.4538 4.5972 -4.7622 0.109 -0.381 -0.053 1.48
C 0.5267 3.3756 -5.4277 0.034 -0.172 -0.038 -1.04
C 1.3286 2.3461 -4.9529 -0.195 0.252 -0.119 -0.94
C 2.0809 2.5259 -3.8155 0.069 0.342 0.324 -0.80
C 2.0282 3.7491 -3.1317 -0.499 -0.184 -0.900 0.43
N 2.8484 3.9760 -2.0641 0.574 0.825 0.515 0.15
C 3.6014 3.0113 -1.3825 0.135 0.000 0.110 -0.87
C 4.9921 3.0955 -1.4293 -0.177 -0.127 -0.007 -0.38
C 5.7732 2.1533 -0.7875 0.003 -0.033 0.077 -0.71
C 5.1814 1.1099 -0.0910 0.072 -0.020 0.076 -0.94
C 3.8040 1.0469 0.0016 -0.127 -0.030 0.001 -0.53
C 3.0019 1.9989 -0.6177 -0.288 0.056 0.033 0.85
C 1.5282 2.0636 -0.2819 1.170 2.167 -1.117 0.33
O 0.8828 3.0666 -0.5468 -0.318 -0.969 0.560 -0.52
O 1.0829 1.0581 0.3761 -1.383 -2.385 1.872 0.13
C 1.1846 4.7865 -3.5930 0.150 -0.499 0.245 1.18
C 1.0779 6.0473 -2.7894 0.037 -0.097 -0.117 -2.04
H -0.7982 5.3991 -6.2964 -0.045 -0.007 -0.083 0.43
H 0.1439 6.6096 -5.4306 -0.035 0.134 -0.017 0.39
H -1.2655 5.8712 -4.6667 -0.105 0.125 0.030 0.37
H -0.0529 3.2293 -6.3272 -0.037 0.020 -0.143 0.29
H 1.3855 1.4100 -5.4868 -0.003 -0.113 -0.082 0.51
H 2.7404 1.7499 -3.4572 0.057 -0.110 -0.001 0.52
H 2.9635 4.9338 -1.7667 0.027 -0.240 -0.072 0.31
H 5.4507 3.8984 -1.9900 -0.033 0.012 -0.075 0.52
H 6.8476 2.2305 -0.8400 0.142 -0.024 0.000 0.41
H 5.7938 0.3694 0.4003 0.055 -0.079 0.027 0.46
H 3.3194 0.2709 0.5858 0.179 0.027 -0.080 0.22
H 1.0054 5.8008 -1.7305 0.032 0.071 0.117 0.32
H 0.1892 6.6065 -3.0617 -0.017 0.114 0.017 0.46
H 1.9436 6.6932 -2.9535 0.046 0.136 0.108 0.36
```
Forces are in eV/Å.

Charge: +1
Multiplicity: 6
HOMO-LUMO gap (spin up / spin down) in eV: 4.70 / 4.08
Energy relative to the best compared isomer or geometry (same formula, charge and spin) in eV: 3.5222
<S²>: 8.77
HOMO level (spin up / spin down) in eV: -8.99 / -8.99

=====

# C52H39AsF3OP2S2W

C52H39AsF3OP2S2W as an isolated structure (ωB97M-V/def2-TZVPD, the Open Molecules 2025 dataset).

```
101
Properties=species:S:1:pos:R:3:forces:R:3:mulliken_charge:R:1
W 1.2296 0.2662 0.2404 -3.004 0.040 -0.098 0.42
S 0.7189 0.7508 -2.2265 0.104 0.099 0.126 -0.82
P -1.1250 0.2120 -1.5448 0.151 0.570 -0.056 1.82
C -0.7692 0.0333 0.1134 0.645 -0.571 -0.185 0.57
P -1.2095 -0.7476 1.5599 0.301 0.277 0.525 1.82
S 0.5822 -0.6404 2.5293 0.074 0.027 -0.213 -0.74
C -1.7866 -2.4379 1.3990 -0.167 -0.060 -0.024 0.19
C -0.9014 -3.5057 1.5112 -0.069 -0.078 -0.044 -0.27
C -1.3654 -4.7993 1.3094 0.012 0.031 -0.017 -0.59
C -2.7001 -5.0239 0.9956 0.015 0.024 0.000 -0.65
C -3.5826 -3.9563 0.8777 0.038 0.009 0.000 -0.79
C -3.1269 -2.6633 1.0793 0.019 -0.003 -0.004 -0.20
C -2.4421 0.1722 2.4728 -0.102 0.036 0.009 0.53
C -2.6653 1.5006 2.1171 -0.056 0.000 0.083 -0.17
C -3.5149 2.2811 2.8882 0.005 -0.023 -0.005 -0.88
C -4.1316 1.7371 4.0069 0.013 0.011 -0.015 -0.59
C -3.9056 0.4120 4.3621 0.011 -0.021 -0.016 -0.76
C -3.0563 -0.3735 3.5993 -0.071 0.040 -0.024 -0.51
C -2.3307 1.5426 -1.6940 -0.081 -0.007 -0.013 0.54
C -1.9238 2.8492 -1.9314 -0.029 0.047 -0.018 -0.55
C -2.8520 3.8821 -1.8569 0.033 -0.010 -0.004 -0.65
C -4.1726 3.6098 -1.5331 -0.026 -0.034 0.006 -0.64
C -4.5797 2.3020 -1.2859 0.074 -0.037 0.002 -0.80
C -3.6609 1.2669 -1.3646 0.003 0.106 -0.054 -0.32
C -1.7800 -1.1891 -2.4452 -0.065 -0.204 0.149 0.77
C -1.4836 -2.4796 -2.0048 -0.053 0.022 -0.065 -0.02
C -1.9402 -3.5705 -2.7303 0.007 0.026 -0.006 -0.86
C -2.6804 -3.3730 -3.8900 0.001 0.015 0.009 -0.81
C -2.9703 -2.0866 -4.3279 -0.003 0.017 0.010 -0.73
C -2.5244 -0.9889 -3.6055 0.003 -0.109 -0.035 -0.82
H 0.1392 -3.3204 1.7443 -0.004 0.021 0.021 0.25
H -0.6820 -5.6338 1.4075 -0.026 0.008 -0.003 0.50
H -3.0585 -6.0351 0.8492 0.014 0.012 0.001 0.42
H -4.6232 -4.1326 0.6369 0.030 0.005 0.002 0.44
H -3.8135 -1.8273 0.9931 0.014 -0.032 0.027 0.41
H -2.1614 1.9185 1.2530 0.009 0.012 -0.005 0.39
H -3.6884 3.3156 2.6200 0.004 -0.011 0.004 0.50
H -4.7880 2.3502 4.6116 0.003 -0.014 -0.020 0.42
H -4.3902 -0.0070 5.2347 0.020 0.016 -0.013 0.42
H -2.8714 -1.4048 3.8780 -0.006 0.016 -0.002 0.47
H -0.8856 3.0523 -2.1643 -0.011 0.011 0.003 0.33
H -2.5396 4.9007 -2.0505 0.000 -0.021 0.001 0.49
H -4.8918 4.4174 -1.4742 0.016 -0.022 -0.002 0.44
H -5.6102 2.0925 -1.0303 0.013 -0.002 -0.007 0.46
H -3.9754 0.2470 -1.1687 -0.004 0.014 -0.007 0.39
H -0.8958 -2.6189 -1.1056 -0.002 -0.020 -0.074 0.23
H -1.7239 -4.5749 -2.3875 -0.006 0.018 0.006 0.52
H -3.0399 -4.2257 -4.4527 0.011 0.021 0.012 0.45
H -3.5511 -1.9372 -5.2289 0.014 -0.006 0.012 0.45
H -2.7557 0.0140 -3.9433 -0.005 -0.007 0.006 0.50
O 1.2582 -1.8893 -0.4967 0.484 0.267 0.114 0.26
As 2.8739 -1.9446 -0.9599 0.070 -0.301 0.219 0.75
C 3.4867 -0.2421 -0.3256 0.581 -0.129 0.057 -0.31
C 3.4461 -0.0993 1.0908 0.944 -0.083 -0.214 -0.89
C 3.9895 1.0755 1.6535 -0.091 -0.003 0.086 -1.17
C 4.4852 2.0717 0.8494 0.064 0.051 -0.039 -0.49
C 4.4942 1.9327 -0.5492 0.036 0.058 0.020 -0.86
C 4.0141 0.7882 -1.1362 0.022 -0.080 0.049 -0.35
C 3.6399 -3.3780 0.0383 -0.016 0.043 0.090 0.29
C 4.7125 -3.2324 0.9067 0.106 -0.050 -0.102 -0.25
C 5.0893 -4.3027 1.7078 0.018 0.003 -0.013 -0.78
C 4.3951 -5.5008 1.6350 -0.023 -0.012 -0.014 -0.52
C 3.3292 -5.6445 0.7531 0.014 -0.025 -0.005 -0.72
C 2.9418 -4.5805 -0.0449 0.123 -0.049 0.096 -0.37
C 3.1175 -2.2136 -2.8081 -0.012 0.105 -0.120 0.43
C 2.0481 -2.7382 -3.5205 -0.017 0.076 -0.147 -0.30
C 2.2144 -3.0037 -4.8714 0.023 -0.006 -0.039 -0.75
C 3.4308 -2.7370 -5.4879 -0.034 -0.004 0.013 -0.52
C 4.4928 -2.2090 -4.7631 -0.003 0.001 -0.009 -0.79
C 4.3417 -1.9467 -3.4103 0.005 -0.106 -0.078 -0.35
H 3.2949 -0.9616 1.7225 -0.203 -0.081 0.083 0.91
H 4.0145 1.1753 2.7307 -0.045 0.025 -0.014 0.46
H 4.8868 2.9725 1.2960 -0.021 -0.037 -0.013 0.48
H 4.8846 2.7302 -1.1672 -0.007 -0.015 0.013 0.48
H 4.0205 0.6734 -2.2124 -0.028 0.012 -0.028 0.51
H 5.2671 -2.3034 0.9516 -0.027 0.034 0.043 0.49
H 5.9236 -4.1980 2.3893 -0.016 -0.001 -0.018 0.43
H 4.6854 -6.3295 2.2682 -0.001 0.013 -0.029 0.41
H 2.8004 -6.5871 0.6895 0.008 0.025 0.014 0.44
H 2.1008 -4.6833 -0.7196 -0.053 -0.002 -0.005 0.38
H 1.0947 -2.9076 -3.0344 -0.001 0.004 0.010 0.24
H 1.3913 -3.4115 -5.4437 0.014 0.012 -0.002 0.46
H 3.5524 -2.9387 -6.5444 0.000 -0.004 0.020 0.41
H 5.4372 -2.0056 -5.2505 -0.023 0.000 0.003 0.43
H 5.1723 -1.5496 -2.8379 0.006 -0.004 0.000 0.49
F -0.2703 8.9651 4.0669 0.132 0.081 0.118 -0.28
C -1.1186 8.3356 3.2487 0.113 -0.158 -0.089 0.86
F -2.2588 8.1397 3.9278 -0.208 -0.074 0.148 -0.25
F -1.4129 9.1796 2.2488 -0.028 0.149 -0.207 -0.26
C -0.5602 7.0394 2.7287 -0.046 -0.018 0.015 0.30
C 0.6807 6.5808 3.1336 0.076 -0.043 -0.004 -0.57
C 1.1595 5.3692 2.6553 0.061 0.052 0.045 -0.83
C 0.4014 4.6119 1.7664 0.003 -0.144 -0.114 -0.18
C -0.8495 5.0930 1.3569 -0.006 0.005 -0.013 -0.10
C -1.3273 6.2964 1.8379 0.010 -0.027 -0.034 -0.98
C 0.8603 3.3429 1.2744 -0.143 0.338 0.068 0.58
C 1.1501 2.2414 0.8453 0.297 -0.131 -0.004 -0.41
H 1.2732 7.1677 3.8215 0.002 -0.023 0.005 0.48
H 2.1275 5.0036 2.9724 -0.026 0.014 0.010 0.48
H -1.4330 4.5093 0.6551 -0.004 0.014 0.025 0.47
H -2.2926 6.6703 1.5190 0.005 -0.028 0.005 0.41
```
Forces are in eV/Å.

Charge: +1
Multiplicity: 3
HOMO-LUMO gap (spin up / spin down) in eV: 6.03 / 6.69
Energy relative to the best compared isomer or geometry (same formula, charge and spin) in eV: 0.2066
<S²>: 2.05
HOMO level (spin up / spin down) in eV: -9.44 / -10.44

=====

# C5H9NO

A 3-piece molecular cluster, C5H9NO overall (ωB97M-V/def2-TZVPD, the Open Molecules 2025 dataset).

```
16
Properties=species:S:1:pos:R:3:forces:R:3:mulliken_charge:R:1
C -0.6015 0.2705 -1.4056 -0.161 0.093 -0.004 -1.09
C -0.8465 0.3477 -0.0990 -0.342 0.151 0.010 0.57
C -1.2928 -0.8326 0.7383 -0.122 0.118 -0.104 -1.21
C -0.8766 1.6546 0.5230 -0.294 0.768 0.296 0.25
N -1.0069 2.7003 1.0047 0.311 -0.970 -0.360 -0.47
H -0.7132 -0.6804 -1.9121 -0.003 0.139 0.017 0.53
H -0.2907 1.1282 -1.9956 -0.177 -0.108 0.112 0.32
H -0.7971 -1.7539 0.4156 -0.071 0.215 0.013 0.37
H -1.1014 -0.6804 1.8039 -0.018 -0.003 -0.193 0.32
H -2.3714 -0.9382 0.5968 0.049 -0.161 0.176 0.38
H 1.1986 -0.9636 -1.8122 -0.119 -0.116 -0.710 0.04
H 1.7098 -1.0851 -1.3076 0.414 -0.233 -0.084 -0.01
C 1.7502 0.1965 0.8287 -0.008 -0.251 0.042 -0.08
O 2.2036 -0.8584 0.4602 0.208 0.579 0.687 -0.45
H 1.9049 1.1597 0.2909 0.147 -0.356 0.137 0.27
H 1.1078 0.2443 1.7293 0.186 0.136 -0.037 0.26
```
Forces are in eV/Å.

Multiplicity: 1
HOMO-LUMO gap in eV: 10.32
Energy relative to the best compared isomer or geometry (same formula, charge and spin) in eV: 3.8521
HOMO level in eV: -10.18